ORCA calculation (the ωB97M-V functional and the def2-TZVPD basis) on 7 unconnected molecules or ions with the total composition C44H49BClF6O2Si.

* Kohn-Sham gap: 6.4 eV
* lowest unoccupied orbital energy: 2.19 eV
* calculated total energy: -87902.6876 eV
* energy above the lowest of the compared OMol25 structures with the same formula, charge and spin: 0.000 eV
* net charge: -1
* HOMO energy: -4.18 eV

Each line ends with the Löwdin charge.
Positions of all 104 atoms, in Å:
C: 3.3139 -2.8306 3.9651  -0.1680
Si: 2.7884 -2.2293 2.2693  0.5710
C: 4.1513 -1.1399 1.5711  -0.1839
C: 2.6544 -3.6856 1.0807  -0.1833
C: 1.2290 -1.1710 2.4082  -0.3739
O: 1.1661 -0.6160 3.7038  -0.1422
B: -0.1078 0.1748 3.6863  -0.5861
O: -0.9754 -0.5972 2.7087  -0.1381
C: -0.2093 -1.6385 2.1610  -0.3564
C: -0.5903 -2.9837 2.8100  -0.1422
C: -0.8706 -4.1094 1.8251  -0.2799
C: -1.1276 -5.4526 2.4711  -0.5723
Cl: 0.2856 -6.1055 3.3811  0.5171
H: 3.0502 -3.8807 4.1195  0.0168
H: 2.8080 -2.2341 4.7267  0.0281
H: 4.3957 -2.7367 4.0988  0.0205
H: 5.0266 -1.7638 1.3607  0.0263
H: 3.8632 -0.6330 0.6486  0.0218
H: 4.4519 -0.3837 2.3018  0.0286
H: 3.6516 -4.0258 0.7845  0.0220
H: 2.1312 -3.3820 0.1685  0.0278
H: 2.1225 -4.5373 1.5090  -0.0061
H: 1.3970 -0.3634 1.6598  0.1165
H: 0.0819 1.3279 3.2410  0.0524
H: -0.6059 0.2000 4.8159  0.0485
H: -0.3957 -1.7096 1.0721  0.1274
H: 0.1566 -3.2767 3.5556  0.1023
H: -1.5131 -2.7774 3.3591  0.1254
H: -1.8004 -3.8776 1.2885  0.1072
H: -0.0885 -4.1996 1.0663  0.0909
H: -1.3715 -6.2179 1.7384  0.0599
H: -1.9355 -5.3818 3.1981  0.0681
F: -5.2980 0.7348 -2.8147  0.0146
C: -4.5929 0.5744 -1.6576  -0.3035
C: -3.5380 -0.3134 -1.6474  -0.0190
C: -2.8310 -0.4726 -0.4617  -0.0567
C: -3.1714 0.2449 0.6792  -0.0577
C: -4.2401 1.1291 0.6196  -0.0906
C: -4.9690 1.3066 -0.5519  -0.0386
H: -3.2891 -0.8646 -2.5443  0.1133
H: -2.0029 -1.1681 -0.4230  0.0969
H: -2.6093 0.0918 1.5966  0.0982
H: -4.5309 1.6720 1.5110  0.1096
H: -5.8125 1.9817 -0.6106  0.1118
F: -1.8420 4.6885 -3.9314  0.0613
C: -3.1830 4.7653 -4.0484  -0.2906
C: -3.9485 3.6869 -3.6496  -0.0057
C: -5.3274 3.7803 -3.7823  -0.0815
C: -5.9118 4.9303 -4.2968  -0.0981
C: -5.1128 5.9914 -4.6981  -0.0964
C: -3.7314 5.9179 -4.5769  -0.0289
H: -3.4716 2.8052 -3.2428  0.1155
H: -5.9400 2.9420 -3.4788  0.0941
H: -6.9865 4.9891 -4.4061  0.1012
H: -5.5590 6.8759 -5.1342  0.1048
H: -3.0833 6.7229 -4.8943  0.1180
F: -4.3624 -2.9975 1.8441  0.0648
C: -5.7067 -2.9703 1.8024  -0.2747
C: -6.3966 -4.1207 2.1333  -0.0186
C: -7.7833 -4.0962 2.0822  -0.0952
C: -8.4534 -2.9407 1.7054  -0.1074
C: -7.7289 -1.8015 1.3806  -0.0819
C: -6.3420 -1.8017 1.4284  0.0046
H: -5.8480 -5.0064 2.4227  0.1146
H: -8.3402 -4.9884 2.3393  0.0995
H: -9.5345 -2.9276 1.6659  0.0952
H: -8.2447 -0.8964 1.0854  0.1028
H: -5.7620 -0.9240 1.1795  0.0955
F: -4.7145 5.6438 -8.6101  0.0474
C: -4.9430 4.3108 -8.5666  -0.2779
C: -4.6284 3.6230 -7.4132  -0.0032
C: -4.8741 2.2571 -7.3807  -0.0689
C: -5.4173 1.6102 -8.4825  -0.0974
C: -5.7194 2.3338 -9.6280  -0.0925
C: -5.4840 3.7010 -9.6806  -0.0239
H: -4.2110 4.1463 -6.5646  0.0923
H: -4.6407 1.7026 -6.4808  0.1067
H: -5.6055 0.5456 -8.4477  0.0994
H: -6.1426 1.8343 -10.4901  0.1007
H: -5.7111 4.2895 -10.5587  0.1135
F: 4.7553 1.6847 -0.1120  0.0524
C: 5.7101 2.1200 0.7321  -0.2945
C: 7.0292 2.0462 0.3301  -0.0178
C: 8.0068 2.4957 1.2069  -0.0935
C: 7.6606 3.0033 2.4513  -0.1064
C: 6.3237 3.0601 2.8230  -0.0781
C: 5.3295 2.6159 1.9631  -0.0116
H: 7.2703 1.6333 -0.6397  0.1140
H: 9.0490 2.4381 0.9181  0.0970
H: 8.4303 3.3353 3.1340  0.0896
H: 6.0468 3.4399 3.7981  0.1048
H: 4.2822 2.6293 2.2335  0.1265
F: 10.2450 1.5971 3.7043  0.0473
C: 10.5710 0.2994 3.5257  -0.2837
C: 10.1470 -0.6222 4.4610  -0.0109
C: 10.4780 -1.9549 4.2615  -0.0820
C: 11.2153 -2.3408 3.1505  -0.0993
C: 11.6238 -1.3874 2.2284  -0.0879
C: 11.3020 -0.0493 2.4083  -0.0203
H: 9.5632 -0.2955 5.3101  0.1195
H: 10.1473 -2.6958 4.9775  0.1051
H: 11.4633 -3.3827 2.9996  0.0991
H: 12.1928 -1.6840 1.3567  0.1023
H: 11.6009 0.7133 1.7026  0.1143

---

ORCA calculation (the ωB97M-V functional and the def2-TZVPD basis) on 6 unconnected molecules or ions with the total composition C44H49BrN8O11P at a distorted geometry.

* Kohn-Sham gap: 7.7 eV
* lowest unoccupied orbital energy: -3.53 eV
* calculated total energy: -160178.3520 eV
* net charge: +1
* HOMO energy: -11.27 eV

Each line ends with the Löwdin charge.
Positions of all 114 atoms, in Å:
C: -0.2132 -3.1257 2.9842  -0.1383
C: 0.3805 -3.4143 1.5930  -0.2270
C: -0.6181 -3.7689 0.4356  -0.4276
C: -0.6065 -2.6307 -0.6630  -0.0817
P: -2.3789 -3.9943 0.9055  0.7387
Br: -3.2370 -2.1315 1.7299  0.6612
C: -3.2731 -4.2467 -0.7097  -0.2008
C: -4.5860 -5.0548 -0.6063  -0.3746
O: -4.6952 -6.0141 -1.3518  0.1034
C: -5.7337 -4.7281 0.3034  -0.1939
C: -6.1373 -3.4632 0.6708  -0.0929
C: -7.1835 -3.2310 1.5363  -0.0592
C: -7.8370 -4.3256 2.0623  -0.0588
C: -7.4736 -5.6045 1.6928  -0.0579
C: -6.4325 -5.8105 0.8224  -0.0325
C: -2.7497 -5.4181 1.9719  -0.2140
C: -1.9389 -6.7476 1.6382  -0.6921
N: -0.6527 -6.8252 2.2729  0.1139
N: -2.7286 -7.8043 2.2708  0.0855
N: -1.8753 -7.0683 0.2092  0.1062
H: 0.6232 -3.1125 3.6924  0.0820
H: -0.9068 -3.8818 3.3593  0.0374
H: -0.6333 -2.1162 3.0294  0.0503
H: 0.9789 -2.5410 1.3193  0.1084
H: 1.0917 -4.2445 1.6937  0.1085
H: -0.2306 -4.6713 -0.0535  0.1125
H: -1.5730 -2.1230 -0.7488  0.0384
H: 0.1354 -1.8628 -0.4399  0.0852
H: -0.3419 -3.0859 -1.6212  0.0917
H: -3.4371 -3.2603 -1.1627  0.1013
H: -2.5811 -4.7953 -1.3564  0.1003
H: -5.5934 -2.6165 0.2537  0.0808
H: -7.4370 -2.1999 1.7590  0.1186
H: -8.6427 -4.1293 2.7659  0.1184
H: -8.0058 -6.4484 2.1221  0.1185
H: -6.1837 -6.8363 0.5610  0.1258
H: -3.8142 -5.6777 1.8736  0.0831
H: -2.6115 -5.2171 3.0396  0.0948
H: -0.0408 -6.0627 2.0168  0.0584
H: -0.7437 -6.9272 3.2839  0.0451
H: -3.6214 -7.8986 1.7997  0.0751
H: -2.1945 -8.6651 2.2218  0.0989
H: -2.7752 -7.3743 -0.1379  0.0755
H: -1.4878 -6.3276 -0.3601  0.0400
C: -3.5461 1.7987 -0.2390  -0.0662
C: -3.8189 3.0903 -0.6642  -0.0670
C: -4.4387 3.9869 0.1933  0.0077
C: -4.7740 3.5748 1.4718  -0.1417
C: -4.5147 2.2883 1.9069  -0.0028
C: -3.8972 1.3979 1.0427  -0.0898
N: -5.4095 4.5286 2.3937  -0.3535
O: -5.6408 5.6436 1.9769  0.0901
O: -5.6605 4.1413 3.5174  0.0808
H: -3.0564 1.1037 -0.9104  0.1056
H: -3.5445 3.3985 -1.6636  0.1023
H: -4.6498 4.9929 -0.1403  0.1246
H: -4.7838 1.9741 2.9054  0.1190
H: -3.6840 0.3881 1.3681  -0.0053
C: 1.2315 6.9530 -0.5096  -0.0465
C: 2.0006 6.5233 -1.5814  -0.0500
C: 1.5843 5.4437 -2.3448  0.0107
C: 0.3951 4.8101 -2.0240  -0.1499
C: -0.3786 5.2247 -0.9528  -0.0069
C: 0.0456 6.3025 -0.1928  -0.0589
N: -0.0621 3.6818 -2.8431  -0.3492
O: 0.6425 3.3234 -3.7628  0.0838
O: -1.1296 3.1677 -2.5547  0.0453
H: 1.5586 7.8001 0.0799  0.1143
H: 2.9231 7.0390 -1.8171  0.0647
H: 2.1852 5.1111 -3.1791  0.1200
H: -1.3033 4.7227 -0.7051  0.1015
H: -0.5502 6.6389 0.6453  0.1091
C: 7.5478 9.0194 -4.8959  -0.0633
C: 6.3981 9.7781 -4.7229  -0.0516
C: 5.5201 9.4839 -3.6915  0.0009
C: 5.8102 8.4314 -2.8407  -0.1469
C: 6.9503 7.6613 -3.0048  -0.0021
C: 7.8209 7.9598 -4.0399  -0.0763
N: 4.8964 8.1331 -1.7339  -0.3531
O: 3.8907 8.8157 -1.6269  0.0538
O: 5.1877 7.2243 -0.9820  0.0830
H: 8.2341 9.2539 -5.6981  0.1029
H: 6.1873 10.6020 -5.3911  0.1121
H: 4.6263 10.0767 -3.5600  0.1203
H: 7.1677 6.8387 -2.3383  0.1189
H: 8.7167 7.3701 -4.1798  0.1062
C: 7.6957 2.3718 -6.6930  -0.0704
C: 7.5277 3.4284 -5.8077  -0.0637
C: 7.9471 4.7013 -6.1592  0.0008
C: 8.5279 4.9001 -7.3994  -0.1402
C: 8.7078 3.8559 -8.2890  0.0006
C: 8.2887 2.5848 -7.9302  -0.0623
N: 8.9523 6.2526 -7.7866  -0.3400
O: 8.8003 7.1486 -6.9758  0.0609
O: 9.4254 6.4001 -8.8922  0.0953
H: 7.3624 1.3792 -6.4181  0.1071
H: 7.0663 3.2601 -4.8437  0.1077
H: 7.8142 5.5215 -5.4685  0.0979
H: 9.1662 4.0193 -9.2537  0.1216
H: 8.4211 1.7599 -8.6171  0.1098
C: -2.5514 -6.9454 9.3391  -0.0564
C: -2.3082 -7.8616 8.3237  -0.0557
C: -1.6175 -7.4713 7.1887  0.0016
C: -1.1744 -6.1627 7.0881  -0.1474
C: -1.4157 -5.2363 8.0895  0.0001
C: -2.1093 -5.6338 9.2199  -0.0558
N: -0.4227 -5.7516 5.9005  -0.3196
O: -0.2400 -6.5844 5.0247  0.0371
O: -0.0171 -4.6104 5.8482  0.0869
H: -3.0866 -7.2551 10.2275  0.1132
H: -2.6547 -8.8815 8.4193  0.1131
H: -1.4297 -8.1866 6.4009  0.1211
H: -1.0702 -4.2163 8.0015  0.1206
H: -2.3026 -4.9226 10.0113  0.1132